81
Properties=species:S:1:pos:R:3 method="wB97M-V/def2-TZVPD" s2=0.769 multiplicity=2 orbital_gap_ev="6.1999 / 5.6208"
V -0.33497 -0.21247 0.37600
C 1.39948 1.15322 -3.77357
N -0.02557 1.28278 -3.49259
C -0.84773 1.90392 -4.51978
C -0.51552 0.88285 -2.31663
O 0.22412 0.47916 -1.41520
C -2.01200 0.98172 -2.04887
O -2.41712 0.14022 -0.98043
C -3.06575 -1.06233 -1.33917
C -2.05023 -2.18933 -1.48030
O -0.85319 -1.90868 -1.46843
N -2.52682 -3.43464 -1.58209
C -1.60529 -4.55789 -1.62826
C -3.95263 -3.71109 -1.51673
H 1.52436 0.64479 -4.73056
H 1.87416 0.57372 -2.98816
H 1.86706 2.13758 -3.82145
H -1.29531 1.16705 -5.19071
H -0.21316 2.56086 -5.11164
H -1.63117 2.52088 -4.08408
H -2.59831 0.77352 -2.94623
H -2.22503 2.00898 -1.73837
H -3.64745 -0.93175 -2.25789
H -3.76084 -1.29025 -0.53282
H -0.59680 -4.18620 -1.48232
H -1.67016 -5.07607 -2.58698
H -1.84491 -5.25783 -0.82688
H -4.36647 -3.43888 -0.54388
H -4.09846 -4.77998 -1.65243
H -4.51011 -3.20043 -2.30306
O -0.24840 -2.90615 0.99876
Cl -1.27428 -2.44240 1.92867
O -2.54366 -2.30907 1.24104
O -1.41068 -3.28667 3.06102
O -0.80215 -1.07083 2.35044
C -2.38438 3.95346 2.51118
Si -1.75694 2.18208 2.37912
C -3.34010 1.21860 2.04686
C -1.09646 1.71933 4.06942
C -0.47763 1.89989 1.09085
Si 1.05658 2.87501 1.26094
C 2.33459 2.12986 2.44169
C 1.92431 3.05395 -0.39544
C 0.85517 4.62735 1.90928
H -3.30274 3.97559 3.10562
H -2.62591 4.34559 1.51767
H -1.67222 4.63910 2.97261
H -3.89454 1.06475 2.97779
H -3.19560 0.24006 1.59486
H -3.97956 1.80720 1.37927
H -1.84563 1.89511 4.84645
H -0.21844 2.32510 4.31558
H -0.80350 0.66840 4.11960
H -0.93556 2.31499 0.16733
H 3.08075 1.50061 1.94564
H 1.88129 1.55474 3.25373
H 2.90086 2.94689 2.89788
H 2.13455 2.07260 -0.82587
H 2.87026 3.59340 -0.29171
H 1.29467 3.61006 -1.09902
H 0.47532 4.64753 2.93368
H 0.16680 5.21184 1.29274
H 1.82693 5.13027 1.90879
C 3.08760 -3.45909 0.91526
C 3.50069 -2.27273 0.03827
C 4.04362 -2.77948 -1.29213
C 4.55709 -1.43173 0.74338
N 2.35848 -1.40448 -0.32137
N 1.70002 -0.77834 0.79449
H 3.92787 -4.14204 1.05366
H 2.26602 -4.01308 0.45869
H 2.76246 -3.14656 1.90994
H 4.89890 -3.43799 -1.13421
H 4.34976 -1.94360 -1.92143
H 3.27962 -3.34935 -1.82806
H 5.45293 -2.03102 0.91431
H 4.21760 -1.07383 1.71677
H 4.83420 -0.56776 0.13571
H 1.62786 -1.95456 -0.76935
H 2.24625 0.03116 1.06426
H 1.67116 -1.40723 1.59885



17
Properties=species:S:1:pos:R:3 method="wB97M-V/def2-TZVPD" smiles="CS[C@@](C)(S)C(N)=O" orbital_gap_ev=9.5550
C 0.78115 0.16034 1.99546
S 1.48208 0.51181 0.39034
C 0.07821 0.30532 -0.69754
C -0.98227 1.38109 -0.65419
S 0.86370 0.12212 -2.45281
C -0.59277 -1.01050 -0.27964
N 0.12980 -2.11482 -0.37532
O -1.68014 -1.01618 0.26253
H 1.40837 0.70063 2.66053
H 0.42291 -0.78822 2.24031
H -0.18674 0.73274 2.14025
H -0.69352 2.16498 -1.39093
H -1.95674 0.75620 -0.95835
H -1.01231 1.79261 0.35066
H 1.17231 1.39218 -2.60632
H 1.20603 -2.12075 -0.44708
H -0.44010 -2.96953 -0.17790



14
Properties=species:S:1:pos:R:3 method="wB97M-V/def2-TZVPD" smiles="C=C[Si](N)(N)O" orbital_gap_ev=9.7035
C 2.41919 0.16178 0.19426
C 1.39385 0.77007 -0.36215
Si -0.75522 0.16147 0.04164
N -1.45110 -0.43990 -1.41950
N -0.96460 -1.07799 1.21868
O -1.47942 1.53961 0.49768
H 3.44603 0.44327 0.00255
H 2.28698 -0.66107 0.88013
H 1.52545 1.59947 -1.03956
H -1.14251 -1.33016 -1.77161
H -1.53055 0.21499 -2.18125
H -0.70307 -0.86004 2.16690
H -0.65244 -2.00709 0.99091
H -2.39259 1.48560 0.78133



96
Properties=species:S:1:pos:R:3 method="wB97M-V/def2-TZVPD" smiles="CCCCCCCCCCC[Si@H](CSCC)N=C=S.COCCOCCOC.COCCOCCOC" orbital_gap_ev=9.0456
C -10.00023 -6.51985 1.16239
C -10.00271 -7.54513 0.01453
C -9.12449 -7.12045 -1.16210
C -7.62857 -7.05771 -0.80173
C -6.95690 -5.71951 -1.12107
C -5.62442 -5.49907 -0.37923
C -4.40386 -5.23922 -1.28327
C -3.93396 -3.77548 -1.30307
C -2.77904 -3.48923 -0.32993
C -2.82409 -2.10256 0.32798
C -1.98717 -1.03931 -0.40701
Si -2.57070 0.69927 -0.10294
C -1.28060 2.00685 -0.46960
S -1.42904 3.52231 0.51320
C -3.06481 4.09523 0.00061
C -3.31648 5.45197 0.65017
N -3.01005 0.80987 1.61080
C -4.13472 0.99651 1.97761
S -5.59756 1.23534 2.50001
H -9.51749 -5.58900 0.85531
H -9.47497 -6.88388 2.04577
H -11.01346 -6.27261 1.48052
H -11.02149 -7.70788 -0.34290
H -9.65099 -8.51300 0.38460
H -9.45782 -6.13482 -1.50642
H -9.28858 -7.80474 -1.99778
H -7.49916 -7.27603 0.26363
H -7.09484 -7.85133 -1.33301
H -6.77606 -5.66524 -2.19987
H -7.65872 -4.91068 -0.89807
H -5.42715 -6.37082 0.25037
H -5.73633 -4.65469 0.30733
H -3.57071 -5.86828 -0.95677
H -4.63388 -5.56212 -2.30197
H -4.77623 -3.12276 -1.04924
H -3.64046 -3.50523 -2.32063
H -1.83087 -3.59163 -0.86726
H -2.76882 -4.25697 0.44868
H -2.47471 -2.16713 1.35990
H -3.87034 -1.77998 0.39390
H -1.99930 -1.22334 -1.48777
H -0.93925 -1.09940 -0.09369
H -3.78699 0.99718 -0.89494
H -0.27153 1.63784 -0.26816
H -1.32282 2.26774 -1.53230
H -3.83192 3.38034 0.30769
H -3.09084 4.17845 -1.08812
H -3.27625 5.37875 1.73765
H -4.30270 5.82586 0.37291
H -2.57211 6.18051 0.32590
C 0.94888 5.96451 2.34737
O 2.23259 5.55928 1.92945
C 2.19416 4.83796 0.71393
C 3.56973 4.76721 0.09516
O 3.96093 5.95769 -0.56946
C 4.47449 6.99845 0.24538
C 5.92729 6.80023 0.61298
O 6.04494 5.84892 1.65326
C 7.31874 5.25545 1.70792
H 0.28098 5.10813 2.48869
H 1.06520 6.48787 3.29452
H 0.49285 6.64277 1.61598
H 1.50317 5.31771 0.00913
H 1.83154 3.81584 0.89685
H 3.54347 3.99943 -0.68164
H 4.30482 4.47571 0.84951
H 3.87246 7.13436 1.14711
H 4.40438 7.90180 -0.36402
H 6.36117 7.75897 0.93028
H 6.47001 6.45749 -0.27799
H 7.53729 4.73110 0.77025
H 7.30532 4.53486 2.52389
H 8.11395 5.98691 1.89461
C 7.49580 -3.57726 0.38970
O 7.34714 -2.35121 -0.28551
C 6.19510 -2.32805 -1.10349
C 5.90395 -0.92220 -1.57506
O 5.28511 -0.11058 -0.59191
C 6.14868 0.47771 0.36657
C 6.81037 1.74663 -0.11674
O 7.88184 1.45315 -0.99300
C 8.27685 2.57347 -1.74826
H 7.59502 -4.41376 -0.31274
H 8.40084 -3.51222 0.98996
H 6.64167 -3.77634 1.04745
H 5.32795 -2.70803 -0.54681
H 6.34602 -2.97303 -1.98158
H 5.18068 -0.99104 -2.39026
H 6.81701 -0.45769 -1.95527
H 6.90317 -0.23373 0.71077
H 5.50731 0.74271 1.20984
H 7.18424 2.30435 0.75337
H 6.06332 2.36925 -0.62729
H 7.45433 2.94673 -2.36944
H 9.09781 2.26160 -2.39069
H 8.62363 3.39199 -1.10540



115
Properties=species:S:1:pos:R:3 method="wB97M-V/def2-TZVPD" smiles="CCOCCc1c(CCCCO)c(B(C)O)c(B(O)CC)c2c1N([C@@H](F)CC)c1c(cccc1N(C)C(C)=O)S2.COCCOC.COCCOC" orbital_gap_ev=8.0242
C -2.73703 -2.70587 -2.01995
C -1.60766 -1.66923 -1.83760
O -1.29453 -1.05273 -3.08160
C 0.03248 -1.26463 -3.52182
C 0.87601 0.06326 -3.53625
C 0.11412 1.21695 -2.89877
C -0.87245 1.89273 -3.60684
C -1.11836 1.46427 -5.04967
C -0.11978 2.26035 -5.96843
C 0.53655 1.40122 -7.08679
C 2.05799 1.24146 -6.93674
O 2.75844 2.19249 -7.73865
C -1.58450 2.94699 -3.03763
B -2.68824 3.74263 -3.85871
C -4.08011 3.11909 -4.30036
O -2.33447 5.03462 -4.19635
C -1.30102 3.30008 -1.71701
B -2.11738 4.47241 -1.02434
O -1.41163 5.53814 -0.48679
C -3.70218 4.46909 -0.88509
C -4.11289 5.56732 0.14825
C -0.30868 2.61762 -1.03631
C 0.41931 1.58883 -1.58562
N 1.48231 0.86487 -0.94419
C 2.81833 1.41947 -1.23966
F 3.63230 0.43749 -1.81713
C 2.84081 2.67272 -2.10878
C 4.33102 3.10691 -2.30458
C 1.33634 0.71754 0.48217
C 0.72605 1.62084 1.32335
C 0.62068 1.47731 2.68238
C 1.18139 0.36655 3.27536
C 1.80139 -0.56760 2.45868
C 1.89930 -0.42756 1.07734
N 2.58738 -1.36136 0.20656
C 1.98387 -2.70680 0.11975
C 3.98424 -1.42412 0.48206
C 4.87302 -1.89957 -0.67019
O 4.50413 -1.15673 1.54885
S 0.01849 3.12017 0.64234
H -2.80420 -3.06638 -3.05054
H -2.64218 -3.52594 -1.29881
H -3.70537 -2.23324 -1.81181
H -2.02321 -0.87338 -1.19799
H -0.73599 -2.06280 -1.30148
H -0.04124 -1.57668 -4.57701
H 0.55284 -2.07786 -3.00386
H 1.84101 -0.10510 -3.06051
H 1.06000 0.34372 -4.57536
H -0.98860 0.38917 -5.16792
H -2.13093 1.70676 -5.37982
H 0.69815 2.59201 -5.31233
H -0.57157 3.17945 -6.35470
H 0.03066 0.43858 -7.21570
H 0.41892 1.95146 -8.03184
H 2.36786 1.39944 -5.89162
H 2.37241 0.21371 -7.17941
H 3.48778 2.54004 -7.21899
H -4.36553 2.38516 -3.53477
H -3.95414 2.56179 -5.23532
H -4.86726 3.87858 -4.37683
H -3.12041 5.59099 -4.26609
H -0.89200 5.99653 -1.15787
H -4.18219 4.76995 -1.82972
H -4.10229 3.52359 -0.50258
H -5.20375 5.61803 0.26105
H -3.76348 6.55573 -0.15779
H -3.71897 5.30985 1.13764
H 3.28845 1.65783 -0.27599
H 2.41219 2.50682 -3.09854
H 2.34136 3.46206 -1.54006
H 4.53860 3.12969 -3.38241
H 4.49303 4.13375 -1.96402
H 5.04692 2.40556 -1.87230
H 0.11091 2.22213 3.28603
H 1.15309 0.22815 4.36487
H 2.27847 -1.44645 2.88751
H 2.62043 -3.48560 0.55814
H 0.98297 -2.70213 0.55105
H 1.86861 -2.96040 -0.94613
H 5.55613 -2.68736 -0.34082
H 5.50414 -1.05186 -0.95555
H 4.27361 -2.18493 -1.53884
C 1.44325 -2.05482 6.25272
O 0.54128 -0.99390 6.50320
C -0.77724 -1.45666 6.76534
C -1.08867 -1.44418 8.24747
O -0.29946 -2.39025 8.95537
C 0.79852 -1.79943 9.62917
H 2.45489 -1.65034 6.29424
H 1.35823 -2.85898 6.98698
H 1.26245 -2.45009 5.24762
H -0.92874 -2.45479 6.34415
H -1.46449 -0.77129 6.25843
H -2.13547 -1.73109 8.38891
H -0.95585 -0.44040 8.66277
H 0.45051 -1.26939 10.52239
H 1.34452 -1.10639 8.98501
H 1.47330 -2.59781 9.93509
C -3.51654 -4.88637 3.04688
O -2.46144 -5.14562 2.13595
C -1.60229 -4.03033 1.95448
C -0.31886 -4.17807 2.74746
O -0.54034 -4.12029 4.13417
C -0.55411 -5.38123 4.78138
H -3.97407 -5.83929 3.30884
H -3.15483 -4.40832 3.96032
H -4.27303 -4.24967 2.57614
H -2.11237 -3.09795 2.21668
H -1.35235 -3.98860 0.88817
H 0.34010 -3.33600 2.51091
H 0.20268 -5.10141 2.47150
H 0.46500 -5.77550 4.85648
H -1.18438 -6.10060 4.25363
H -0.95048 -5.23863 5.78596



27
Properties=species:S:1:pos:R:3 method="wB97M-V/def2-TZVPD" s2=3.754 multiplicity=4 total_charge=+2 orbital_gap_ev="6.7865 / 6.8030"
I 1.95185 -4.20298 -1.00600
I -0.69762 -4.24975 -0.29518
Nd 0.72345 -1.28581 0.57203
P -0.02014 0.56553 -1.82121
C -1.56081 0.77051 -2.77250
C 0.87032 2.09803 -2.27429
H 1.89834 -0.80750 -2.53849
H 0.98686 -0.37680 -3.93409
H 0.41621 -1.63273 -2.89868
C 0.87437 -0.64205 -2.88174
H 1.87179 2.08550 -1.85116
H 1.00929 2.35654 -3.32514
H -1.53112 1.02351 -3.83367
H -2.19647 1.54314 -2.34811
H 0.38988 2.96909 -1.83282
H -2.17675 -0.12311 -2.74867
C -2.33051 -0.11199 0.32746
O -3.45769 -0.00653 0.54650
Cl 2.90732 0.01641 0.33002
N -0.00598 -1.17070 4.53773
C 0.02997 0.00621 3.86431
N -0.01716 1.16702 4.53908
O 0.11440 -0.03374 2.58399
H -0.01896 -1.22627 5.54431
H -0.00969 -2.02676 3.99693
H -0.00320 2.05159 3.99217
H -0.01798 1.24362 5.52721



Number 1: largest force on an atom 0.025 hartree/bohr. Number 2: largest force on an atom 0.075 hartree/bohr. Number 3: largest force on an atom 0.074 hartree/bohr. Number 4: largest force on an atom 0.011 hartree/bohr. Number 5: largest force on an atom 0.045 hartree/bohr. Number 6: largest force on an atom 0.081 hartree/bohr.